No. 1
Below is a structure of composition C41H44BCl2FInN6O2SeSi, with properties calculated with wB97M-V/def2-TZVPD.

XYZ file:
```
100
Properties=species:S:1:pos:R:3:forces:R:3
In 0.36956 -0.55375 -0.06817 0.224 -0.482 0.109
C -4.51020 -1.29885 2.51667 -0.001 -0.047 -0.045
C -3.60286 -1.35140 1.33020 0.033 0.091 0.025
C -3.69959 -2.18330 0.23875 -0.052 0.000 0.046
C -2.63339 -1.83125 -0.59153 0.055 -0.233 -0.341
N -1.93619 -0.83969 -0.03705 0.094 0.336 -0.075
N -2.53776 -0.54794 1.14799 0.006 0.113 0.113
B -2.11445 0.58000 2.13194 0.152 0.077 0.021
N -0.76392 0.29996 2.84376 0.025 -0.295 -0.145
N 0.41760 0.24934 2.17734 -0.122 0.238 0.189
C 1.38747 0.21736 3.08940 0.056 -0.045 0.047
C 0.81653 0.19272 4.37287 0.009 0.063 0.039
C -0.54683 0.24841 4.17405 0.077 0.047 -0.043
C -1.63094 0.26799 5.20288 0.047 -0.009 -0.018
C 2.83298 0.34980 2.78581 -0.121 -0.047 0.016
C 3.59489 1.14697 3.64015 0.052 0.061 0.000
C 4.94591 1.35918 3.40596 -0.046 -0.006 -0.034
C 5.55764 0.77789 2.30408 -0.019 0.016 0.003
C 4.80828 -0.01667 1.44846 -0.016 0.000 0.025
C 3.46020 -0.23336 1.68828 -0.005 -0.127 0.035
N -2.08433 1.95625 1.45093 -0.329 -0.120 -0.035
N -1.19274 2.24673 0.48006 -0.135 -0.221 0.096
C -1.42913 3.49599 0.11992 0.018 0.324 -0.204
C -2.51376 4.02714 0.85361 0.021 -0.037 -0.012
C -2.91047 3.00792 1.68941 0.192 0.034 -0.076
C -4.02523 3.00509 2.68628 0.055 -0.020 -0.038
C -0.61793 4.19309 -0.90042 -0.103 0.048 0.005
C 0.04257 3.50153 -1.91384 -0.186 -0.040 -0.117
C 0.80717 4.18097 -2.85143 -0.150 0.024 0.003
C 0.91698 5.56459 -2.80060 -0.035 -0.012 0.047
C 0.26178 6.26362 -1.79533 0.028 -0.034 0.000
C -0.49477 5.58199 -0.85261 0.009 -0.013 0.004
C -2.33092 -2.46421 -1.89222 -0.052 0.004 0.050
C -2.80404 -3.75505 -2.14668 -0.033 0.033 -0.057
C -2.56717 -4.37357 -3.36235 0.014 0.050 -0.029
C -1.84558 -3.71309 -4.35300 -0.023 0.018 0.087
C -1.36326 -2.43812 -4.10721 -0.071 -0.096 -0.054
C -1.60558 -1.82251 -2.88678 -0.089 0.002 0.026
H -5.27071 -2.07142 2.40794 0.000 0.001 0.005
H -3.97028 -1.47796 3.44563 0.027 -0.007 0.006
H -5.00969 -0.33447 2.60737 0.004 0.015 -0.015
H -4.45726 -2.92712 0.06449 -0.003 0.003 -0.029
H -2.95032 0.62258 2.98031 -0.018 -0.039 0.044
H 1.33249 0.13650 5.31766 -0.014 0.005 -0.033
H -1.17993 0.18803 6.19134 -0.010 0.005 -0.001
H -2.21444 1.18842 5.16383 0.014 0.008 -0.012
H -2.32161 -0.56583 5.07480 -0.006 -0.008 -0.017
H 3.11393 1.63086 4.48225 0.004 -0.020 -0.012
H 5.51459 1.99335 4.07482 0.004 -0.009 0.012
H 6.61079 0.94469 2.11307 -0.012 0.006 -0.004
H 5.26953 -0.48376 0.58750 -0.002 0.014 -0.001
H 2.92230 -0.90066 1.03143 -0.053 -0.071 0.029
H -2.96435 5.00240 0.76304 0.024 -0.014 0.014
H -4.51591 3.97789 2.66844 -0.001 -0.009 0.009
H -4.77266 2.24341 2.45972 0.003 -0.018 -0.014
H -3.66730 2.82155 3.70035 0.015 -0.003 -0.002
H -0.02982 2.42158 -1.94779 -0.066 0.169 -0.060
H 1.32924 3.62140 -3.61677 -0.043 -0.004 -0.014
H 1.51817 6.09242 -3.53087 0.002 -0.006 0.012
H 0.35172 7.34168 -1.73484 -0.001 -0.003 -0.002
H -0.97611 6.13124 -0.05203 -0.017 -0.005 -0.011
H -3.34303 -4.29165 -1.37810 -0.005 -0.004 0.061
H -2.93012 -5.37986 -3.53161 -0.003 0.001 -0.001
H -1.64604 -4.20031 -5.29964 -0.004 0.003 0.004
H -0.77061 -1.91799 -4.85031 -0.056 -0.121 0.072
H -1.21625 -0.83083 -2.71120 -0.022 -0.188 0.040
Cl -0.81079 0.73883 -4.68820 0.126 0.411 -0.134
C -2.48022 1.15605 -4.26115 -0.009 0.004 0.013
Cl -2.72419 1.23384 -2.51817 -0.097 0.232 0.088
H -3.12872 0.38671 -4.66232 0.000 -0.035 -0.027
H -2.69732 2.13068 -4.67943 -0.004 0.007 -0.035
O 1.86743 -3.01456 1.76500 0.003 0.161 0.070
C 0.64453 -3.06418 1.78017 0.108 0.167 -0.194
O -0.17853 -2.27305 1.20155 0.210 -0.104 -0.005
H 0.14683 -3.88258 2.32814 -0.114 -0.099 0.139
F 4.22597 4.27164 -1.45612 -0.011 -0.004 -0.015
C 3.37761 3.24516 -1.17898 0.084 0.005 0.046
C 2.66073 3.27354 -0.00301 0.018 -0.089 0.090
C 1.79013 2.22450 0.26572 0.176 -0.005 -0.090
C 1.63981 1.14632 -0.61017 -0.013 0.071 -0.046
C 2.38838 1.16851 -1.78914 0.037 0.107 0.174
C 3.25923 2.21693 -2.08514 -0.004 -0.133 0.036
H 2.77963 4.10501 0.68052 -0.016 0.000 -0.007
H 1.20669 2.26366 1.17436 0.034 -0.017 -0.007
H 2.31371 0.35590 -2.49627 0.002 -0.062 -0.028
H 3.84008 2.23312 -2.99946 -0.016 0.000 0.006
C 3.36724 -4.58454 -0.59536 0.166 -0.002 0.099
Si 1.87635 -4.24425 -1.65646 -0.188 0.077 -0.037
C 2.26197 -4.92204 -3.36040 0.007 -0.095 -0.186
C 0.39182 -5.16287 -0.99054 -0.119 -0.066 0.062
Se 1.45791 -2.06563 -2.02361 0.205 0.122 0.202
H 3.50747 -5.66743 -0.49527 0.013 0.042 -0.005
H 3.23913 -4.15172 0.39668 0.034 -0.013 -0.016
H 4.26516 -4.16222 -1.05609 -0.038 -0.017 0.032
H 2.56025 -5.97460 -3.29733 -0.010 0.035 -0.026
H 3.08175 -4.35651 -3.81062 -0.020 -0.035 -0.009
H 1.39397 -4.84378 -4.02037 0.026 0.000 0.018
H 0.53156 -6.24542 -1.08803 -0.002 0.037 0.010
H -0.51104 -4.87211 -1.53537 0.130 -0.063 0.059
H 0.24062 -4.93081 0.06446 -0.055 -0.032 -0.020
```
Positions in Å, forces in eV/Å.

Its HOMO energy is -0.1752 Eh. For the gap between HOMO and LUMO, the calculation gives 0.25989 Ha. Its total charge is -1. The lowest unoccupied orbital energy comes out at 2.3 eV. The spin multiplicity is 1. The energy above the lowest of the compared OMol25 structures with the same formula, charge and spin comes out at 0.0 kcal per mole.

Atomic partial charges in e from the Löwdin method, atoms 1 to 99:
1 In 0.679
2 C -0.019
3 C -0.255
4 C 0.032
5 C -0.240
6 N 0.047
7 N 0.055
8 B -0.496
9 N 0.055
10 N 0.066
11 C -0.219
12 C 0.029
13 C -0.257
14 C -0.021
15 C -0.151
16 C -0.040
17 C -0.095
18 C -0.097
19 C -0.059
20 C -0.031
21 N 0.028
22 N 0.132
23 C -0.256
24 C 0.015
25 C -0.270
26 C -0.029
27 C -0.158
28 C -0.058
29 C -0.083
30 C -0.095
31 C -0.097
32 C -0.043
33 C -0.161
34 C -0.053
35 C -0.099
36 C -0.090
37 C -0.130
38 C -0.178
39 H 0.079
40 H 0.074
41 H 0.073
42 H 0.108
43 H 0.101
44 H 0.110
45 H 0.078
46 H 0.072
47 H 0.073
48 H 0.105
49 H 0.093
50 H 0.095
51 H 0.109
52 H 0.077
53 H 0.101
54 H 0.075
55 H 0.072
56 H 0.071
57 H 0.073
58 H 0.102
59 H 0.096
60 H 0.093
61 H 0.102
62 H 0.107
63 H 0.098
64 H 0.098
65 H 0.069
66 H -0.004
67 Cl 0.584
68 C -0.953
69 Cl 0.623
70 H 0.029
71 H 0.022
72 O -0.031
73 C -0.540
74 O -0.157
75 H 0.127
76 F 0.031
77 C -0.298
78 C -0.006
79 C -0.144
80 C -0.278
81 C -0.159
82 C -0.034
83 H 0.120
84 H 0.086
85 H 0.011
86 H 0.115
87 C -0.218
88 Si 0.106
89 C -0.247
90 C -0.189
91 Se 0.474
92 H 0.029
93 H 0.004
94 H 0.027
95 H 0.024
96 H 0.020
97 H 0.014
98 H 0.031
99 H 0.008

***

No. 2
Below is a structure of composition C41H44Cl2N6O6SSr, with properties calculated with wB97M-V/def2-TZVPD.

XYZ file:
```
101
Properties=species:S:1:pos:R:3:forces:R:3
Sr -0.01569 0.86818 0.40498 0.203 -0.091 -0.639
N 2.12835 0.47869 2.00493 -0.249 0.050 0.132
C 2.91661 1.59473 2.55886 0.078 -0.044 -0.005
C 3.09735 2.75109 1.56268 0.047 -0.005 -0.008
C 2.43647 4.05939 1.99751 0.010 0.043 -0.001
C 0.92897 4.00476 2.21006 0.012 -0.021 -0.020
N 0.23149 3.53387 1.00316 -0.244 -0.208 0.062
H 1.54650 0.07004 2.73175 0.080 -0.031 0.036
H 2.70219 -0.27986 1.65090 0.006 0.018 -0.037
H 3.89497 1.24242 2.89669 -0.008 -0.001 0.012
H 2.39658 1.95053 3.45041 -0.017 0.011 -0.020
H 2.70932 2.44557 0.58841 -0.023 0.008 0.016
H 4.16150 2.94994 1.41277 0.001 -0.008 0.000
H 2.65842 4.83346 1.25413 0.007 -0.021 -0.005
H 2.89296 4.39941 2.93258 -0.013 0.007 0.002
H 0.59396 5.00510 2.50688 -0.016 -0.004 0.015
H 0.66485 3.32674 3.02460 0.025 -0.009 0.003
H 0.49714 4.09029 0.19634 0.009 -0.158 0.291
H -0.77144 3.63483 1.13482 0.010 0.046 0.043
O 1.61717 -2.74075 -1.96868 0.201 -0.457 -0.075
C 2.47170 -3.11920 -0.91042 -0.118 -0.024 -0.111
C 1.70573 -3.44124 0.35324 0.105 -0.014 -0.053
C 0.85500 -4.54414 0.39172 0.005 0.008 -0.005
C 0.18480 -4.83469 1.56482 0.012 -0.009 0.003
C 0.38386 -4.01482 2.66762 -0.022 0.005 -0.007
C 1.24171 -2.93761 2.53589 -0.103 0.044 -0.043
N 1.88790 -2.64370 1.40566 0.044 0.011 0.078
H 1.55503 -1.77020 -1.92521 -0.294 0.237 0.069
H 3.19122 -2.33014 -0.68215 0.056 0.007 0.056
H 3.01951 -4.00802 -1.23459 0.044 -0.017 0.051
H 0.73732 -5.15194 -0.49605 -0.016 0.000 0.004
H -0.47574 -5.69094 1.62658 -0.003 -0.002 -0.003
H -0.11687 -4.19772 3.60857 0.008 -0.014 0.003
H 1.40298 -2.26724 3.37251 0.010 0.002 -0.005
C -2.37633 3.29725 -3.02714 0.016 0.003 -0.003
C -3.55002 2.61330 -3.29007 -0.001 -0.004 -0.006
C -3.71793 1.33905 -2.77528 -0.005 0.005 -0.011
C -2.70733 0.78258 -1.99876 0.038 -0.042 0.011
N -1.59088 1.46018 -1.71681 -0.060 0.125 0.006
C -1.42728 2.67778 -2.23030 -0.008 -0.031 -0.028
C -2.79259 -0.60809 -1.45603 0.015 -0.042 0.002
C -3.78094 -1.49776 -1.86113 -0.001 0.005 -0.005
C -3.78886 -2.78004 -1.33729 -0.015 -0.007 -0.016
C -2.81651 -3.13966 -0.42299 0.026 0.007 0.003
C -1.87080 -2.19020 -0.06944 0.010 0.001 -0.011
N -1.85247 -0.96302 -0.57642 0.020 0.176 0.137
H -2.19076 4.28506 -3.42509 -0.004 0.002 0.003
H -4.32724 3.06126 -3.89547 0.000 -0.001 0.000
H -4.62921 0.79511 -2.97339 0.002 0.000 -0.001
H -0.47948 3.15483 -2.00794 -0.049 -0.023 -0.007
H -4.52749 -1.20821 -2.58536 0.001 -0.009 -0.003
H -4.54699 -3.48780 -1.64660 0.000 0.000 -0.001
H -2.77867 -4.12925 0.01051 -0.010 -0.002 -0.002
H -1.10320 -2.41697 0.65991 0.009 -0.002 0.009
C -6.43539 -1.24912 5.97985 -0.008 0.000 0.007
C -5.21529 -0.79282 5.22746 0.006 -0.005 -0.005
C -5.04171 0.54482 4.88418 0.008 0.006 0.002
C -3.91256 0.96765 4.20073 -0.020 0.006 0.013
C -2.94154 0.04223 3.85385 0.052 -0.053 0.020
C -3.09452 -1.29658 4.18012 -0.008 -0.010 -0.005
C -4.22840 -1.70527 4.86342 -0.002 0.004 0.002
S -1.48939 0.58556 3.00932 -0.092 0.089 0.066
O -0.63002 1.27338 3.95091 -0.085 -0.029 0.084
O -1.95643 1.46305 1.91851 -0.098 0.094 0.200
O -0.85907 -0.61436 2.43434 0.077 0.008 0.086
H -7.15562 -0.44005 6.09326 0.001 0.001 -0.002
H -6.16717 -1.60177 6.97744 0.002 0.001 0.000
H -6.92965 -2.07385 5.46448 0.003 -0.001 -0.003
H -5.80331 1.26671 5.15392 -0.001 -0.001 0.000
H -3.78820 2.00789 3.93012 0.010 -0.002 -0.006
H -2.33196 -2.00611 3.88694 0.004 0.014 -0.002
H -4.35036 -2.75238 5.11626 -0.006 0.000 0.003
Cl 1.10496 5.31808 -1.54088 0.096 0.337 -0.349
C 2.63302 5.86087 -2.18098 0.090 0.063 0.012
C 2.95015 7.20454 -2.07928 -0.050 -0.047 0.026
C 4.14281 7.66099 -2.61062 0.042 0.043 -0.020
C 5.01710 6.77017 -3.21480 -0.017 -0.005 0.027
C 4.69734 5.42659 -3.27583 -0.066 0.011 -0.028
Cl 5.84342 4.32590 -3.96288 0.041 0.036 0.017
C 3.48319 4.92645 -2.77874 0.067 -0.155 -0.044
N 3.17550 3.57388 -2.83031 0.339 0.331 -0.302
C 3.02584 2.88981 -4.05338 -0.064 -0.013 0.095
C 2.90132 3.55746 -5.26694 0.015 -0.011 -0.031
C 2.72794 2.84645 -6.44491 -0.011 0.027 0.010
C 2.65230 1.46370 -6.42085 0.005 -0.023 0.010
C 2.77009 0.79892 -5.20746 0.030 -0.021 -0.009
C 2.97338 1.48883 -4.02140 -0.070 0.061 0.001
C 3.13446 0.75031 -2.71753 -0.054 0.040 -0.019
C 1.91154 0.86789 -1.81915 0.043 -0.113 -0.102
O 1.51586 2.01538 -1.47963 -0.194 -0.349 0.338
O 1.34577 -0.18789 -1.42401 0.183 0.178 -0.013
H 2.25406 7.87859 -1.60032 0.002 0.009 -0.002
H 4.39564 8.71051 -2.54926 0.002 -0.003 0.001
H 5.96145 7.10365 -3.62140 0.001 0.007 0.004
H 2.55551 3.20846 -2.10677 -0.132 -0.018 0.027
H 2.93792 4.63994 -5.28632 -0.002 -0.005 -0.012
H 2.63828 3.38122 -7.38203 0.003 0.002 0.002
H 2.50669 0.90479 -7.33569 0.001 0.000 0.002
H 2.71906 -0.28346 -5.17553 0.002 -0.001 -0.007
H 3.97984 1.18411 -2.17316 -0.006 -0.026 0.045
H 3.33067 -0.30554 -2.89268 0.034 0.002 -0.054
```
Positions in Å, forces in eV/Å.

Its HOMO energy is -0.2821 Eh. For the gap between HOMO and LUMO, the calculation gives 0.28148 Ha. The lowest unoccupied orbital energy comes out at 0.0 eV. The spin multiplicity is 1. The energy above the lowest of the compared OMol25 structures with the same formula, charge and spin comes out at 7.5 kcal per mole.

Atomic partial charges in e from the Löwdin method, atoms 1 to 99:
1 Sr 1.473
2 N -0.046
3 C -0.234
4 C -0.189
5 C -0.200
6 C -0.254
7 N -0.053
8 H 0.039
9 H 0.063
10 H 0.109
11 H 0.110
12 H 0.078
13 H 0.108
14 H 0.099
15 H 0.115
16 H 0.112
17 H 0.093
18 H -0.045
19 H 0.071
20 O -0.076
21 C -0.214
22 C -0.258
23 C -0.027
24 C -0.079
25 C -0.071
26 C -0.149
27 N 0.119
28 H 0.015
29 H 0.113
30 H 0.120
31 H 0.121
32 H 0.106
33 H 0.103
34 H 0.106
35 C -0.040
36 C -0.051
37 C -0.007
38 C -0.196
39 N 0.058
40 C -0.120
41 C -0.198
42 C -0.008
43 C -0.052
44 C -0.037
45 C -0.105
46 N 0.076
47 H 0.108
48 H 0.111
49 H 0.103
50 H 0.054
51 H 0.102
52 H 0.110
53 H 0.105
54 H 0.089
55 C -0.052
56 C -0.274
57 C -0.036
58 C -0.046
59 C -0.269
60 C -0.046
61 C -0.038
62 S 0.422
63 O -0.305
64 O -0.452
65 O -0.437
66 H 0.073
67 H 0.083
68 H 0.080
69 H 0.111
70 H 0.119
71 H 0.105
72 H 0.114
73 Cl 0.800
74 C -0.538
75 C -0.111
76 C -0.086
77 C -0.107
78 C -0.585
79 Cl 0.741
80 C -0.307
81 N 0.067
82 C -0.225
83 C -0.043
84 C -0.089
85 C -0.095
86 C -0.033
87 C -0.151
88 C -0.029
89 C -0.615
90 O -0.143
91 O -0.142
92 H 0.103
93 H 0.106
94 H 0.104
95 H 0.062
96 H 0.112
97 H 0.101
98 H 0.097
99 H 0.115